[1]
The following is a quantum chemistry calculation of C26H29NOP2PmSe as an isolated structure at a distorted geometry, from the Open Molecules 2025 dataset.

Last column: Löwdin charge in e.
Element x y z (Å)
C1 -2.11616 2.74762 -3.17678  -0.04
C2 -1.75025 1.57382 -2.51019  -0.23
C3 -0.36313 1.26198 -2.43449  -0.25
C4 0.61475 2.17297 -2.86455  -0.17
C5 0.22044 3.36559 -3.47732  -0.02
C6 -1.13903 3.63313 -3.65757  -0.07
C7 2.00900 1.85223 -2.40320  -0.08
C8 2.30355 0.38928 -2.57837  -0.17
C9 1.27061 -0.46571 -2.16011  -0.26
C10 1.49324 -1.86051 -1.97354  -0.23
C11 2.74202 -2.37600 -2.33067  -0.03
C12 3.75984 -1.52881 -2.79316  -0.07
C13 3.55591 -0.14953 -2.88762  -0.02
H1 -3.17819 2.97857 -3.30183  0.12
H2 0.98264 4.07563 -3.80926  0.12
H3 -1.45348 4.54473 -4.16347  0.11
H4 2.76120 2.48154 -2.89663  0.13
H5 2.91514 -3.45222 -2.23753  0.12
H6 4.72294 -1.95802 -3.06267  0.11
H7 4.36097 0.51607 -3.21020  0.12
N1 0.05361 0.10231 -1.78507  -0.12
Pm1 0.26307 0.56185 0.63294  1.16
C14 -2.74371 0.65927 -1.83997  -0.28
H8 -2.58024 -0.38152 -2.16390  0.09
H9 -3.77412 0.96522 -2.06260  0.10
C15 0.38217 -2.70420 -1.40892  -0.27
H10 -0.53298 -2.58495 -2.01411  0.09
H11 0.66843 -3.76309 -1.36883  0.10
P1 -2.60284 0.59274 0.02155  0.79
P2 -0.16778 -2.25550 0.31940  0.79
C16 0.99825 -3.26870 1.28724  -0.26
H12 0.67986 -3.27363 2.33763  0.05
H13 0.98199 -4.29044 0.88367  0.06
H14 2.00543 -2.83598 1.22550  0.01
C17 -1.65786 -3.30164 0.39873  -0.25
H15 -1.34980 -4.35540 0.34526  0.06
H16 -2.18822 -3.12129 1.34220  0.04
H17 -2.32554 -3.07231 -0.44164  0.04
C18 -3.26561 2.24892 0.42334  -0.25
H18 -4.22170 2.39384 -0.09810  0.06
H19 -3.41576 2.32402 1.50870  0.05
H20 -2.55182 3.02072 0.10719  0.05
C19 -4.05119 -0.45053 0.39341  -0.25
H21 -4.09177 -0.64984 1.47208  0.04
H22 -4.96694 0.07547 0.08569  0.06
H23 -3.98373 -1.40810 -0.13904  0.04
C20 -1.21279 -0.49786 2.36435  -0.20
O1 -1.88264 -1.02804 3.15482  0.11
H24 2.03594 2.04755 -1.26307  0.12
Se1 2.87716 -0.01293 1.53955  0.58
C21 2.25069 0.40929 3.28603  -0.73
C22 1.78541 1.71261 3.58463  -0.19
C23 1.34529 2.01345 4.87648  -0.09
C24 1.34626 1.03135 5.87535  -0.08
C25 1.78651 -0.26690 5.57481  -0.07
C26 2.23658 -0.58295 4.29535  -0.13
H25 1.79409 2.47352 2.79580  0.08
H26 1.00205 3.02290 5.10430  0.11
H27 1.00847 1.27431 6.88413  0.11
H28 1.78178 -1.03431 6.34993  0.11
H29 2.57203 -1.59154 4.04430  0.10

Computed properties:
total charge: +1
orbital gap (spin up / spin down): 5.58 / 5.68 eV
<S²>: 6.012
multiplicity: 5
HOMO (spin up / spin down): -0.3627 / -0.3628 hartree
LUMO (spin up / spin down): -4.285 / -4.187 eV
max |F|: 5.27 eV Å⁻¹



[2]
The following is a quantum chemistry calculation of C26H30BBr4F4N4O2PdSe2 as an isolated structure, from the Open Molecules 2025 dataset.

Last column: Löwdin charge in e.
Element x y z (Å)
Pd1 1.71150 -1.11903 0.15071  0.39
Br1 5.19190 5.25224 0.53760  0.82
C1 4.76314 3.47600 0.17441  -0.70
C2 5.88176 2.48261 0.06895  -0.71
Br2 7.62382 3.08360 0.34829  0.82
C3 5.65918 1.18606 -0.22021  -0.67
Br3 6.97251 -0.11796 -0.38350  0.88
C4 4.28475 0.70754 -0.42876  -0.33
O1 4.00523 -0.41781 -0.75717  0.03
C5 3.12989 1.71733 -0.23441  -0.33
O2 1.99347 1.31508 -0.30302  0.03
C6 3.47392 3.11797 0.02163  -0.65
Br4 2.01331 4.26790 0.16368  0.91
F1 3.03606 -0.68694 4.11325  0.18
B1 2.61884 -0.88299 2.83144  -1.27
F2 2.23789 0.36140 2.21269  0.06
F3 1.49247 -1.74004 2.77631  0.06
F4 3.61619 -1.41157 1.97819  0.08
C7 -1.31011 2.42967 -5.27248  -0.10
C8 -2.03678 1.25015 -4.63740  -0.25
C9 -2.18138 1.36482 -3.12192  -0.18
C10 -0.83433 1.38155 -2.41386  -0.15
N1 -0.98548 1.45221 -0.96372  -0.01
C11 -0.85265 0.44746 -0.08226  -0.58
Se1 -0.52312 -1.35033 -0.57060  0.81
N2 -0.97545 0.93023 1.16173  0.01
C12 -1.00250 0.16696 2.41549  -0.13
C13 -2.40405 0.11059 3.00222  -0.18
C14 -3.40159 -0.62022 2.11108  -0.27
C15 -4.77357 -0.73590 2.75877  -0.10
C16 -1.17392 2.29885 1.08564  -0.14
C17 -1.29808 3.27022 2.07675  0.01
C18 -1.46573 4.56893 1.64687  -0.07
C19 -1.50769 4.89798 0.28060  -0.09
C20 -1.37185 3.93935 -0.70066  -0.02
C21 -1.19730 2.62795 -0.26514  -0.16
H1 -1.34281 2.36973 -6.35961  0.08
H2 -0.25783 2.47172 -4.98703  0.07
H3 -1.77291 3.37605 -4.98333  0.08
H4 -1.51936 0.31721 -4.88042  0.11
H5 -3.03469 1.16438 -5.07093  0.11
H6 -2.75874 0.52039 -2.73533  0.12
H7 -2.74217 2.26991 -2.87048  0.12
H8 -0.22258 2.23714 -2.70086  0.13
H9 -0.26969 0.47583 -2.63357  0.10
H10 -0.27397 0.62549 3.08305  0.14
H11 -0.63338 -0.82944 2.18408  0.08
H12 -2.77120 1.11862 3.21449  0.11
H13 -2.32519 -0.39527 3.96794  0.13
H14 -3.00913 -1.61395 1.87360  0.10
H15 -3.49446 -0.09230 1.15536  0.11
H16 -4.71709 -1.28497 3.69999  0.08
H17 -5.47948 -1.25678 2.11250  0.07
H18 -5.18886 0.24944 2.97696  0.08
H19 -1.25485 3.02216 3.12751  0.12
H20 -1.56591 5.35870 2.37856  0.11
H21 -1.64902 5.93157 -0.00454  0.11
H22 -1.39150 4.19515 -1.75082  0.12
C22 1.71364 -4.83464 2.02100  0.02
N3 0.84783 -5.03994 0.86004  -0.09
C23 -0.18166 -5.94185 0.81214  -0.01
C24 -0.72606 -5.86831 -0.42729  -0.01
N4 -0.01981 -4.91626 -1.11501  -0.12
C25 -0.28528 -4.51189 -2.49296  -0.02
C26 0.93759 -4.40495 -0.31713  -0.64
Se2 2.22591 -3.15021 -0.87577  0.82
H23 1.62584 -5.71126 2.65544  0.10
H24 1.41624 -3.93656 2.55255  0.09
H25 2.73935 -4.71398 1.68022  0.09
H26 -0.42985 -6.56011 1.65575  0.14
H27 -1.53849 -6.40852 -0.87805  0.13
H28 -0.99727 -5.21590 -2.91357  0.10
H29 0.63652 -4.53233 -3.06652  0.09
H30 -0.69992 -3.50592 -2.50920  0.05

Computed properties:
total charge: +1
orbital gap: 6.50 eV
HOMO: -0.4081 hartree
energy above the lowest of the compared OMol25 structures with the same formula, charge and spin: 0.5133 eV
LUMO: -4.605 eV
max |F|: 0.49 eV Å⁻¹



[3]
The following is a quantum chemistry calculation of C26H30BF2GeIN2STi as an isolated structure at a distorted geometry, from the Open Molecules 2025 dataset.

Last column: Löwdin charge in e.
Element x y z (Å)
Ti1 1.36275 -0.47156 0.42512  0.69
I1 4.56607 -0.00705 0.46951  1.16
C1 3.99004 2.02878 0.21825  -0.55
C2 4.95304 2.96984 0.43851  -0.15
C3 4.65739 4.32655 0.21132  -0.07
C4 3.42555 4.68930 -0.25088  -0.03
C5 2.42748 3.71859 -0.49541  -0.16
C6 1.16479 4.08852 -1.01898  -0.02
C7 0.24508 3.13712 -1.34938  -0.08
C8 0.52239 1.77881 -1.09823  -0.14
C9 1.68269 1.36162 -0.48627  -0.22
C10 2.68709 2.34038 -0.23797  -0.22
H1 5.93890 2.68049 0.77529  0.09
H2 5.42459 5.06741 0.39417  0.11
H3 3.19846 5.72769 -0.46067  0.11
H4 0.95631 5.14264 -1.15986  0.11
H5 -0.70907 3.42479 -1.77619  0.10
H6 -0.22568 1.04555 -1.39337  0.09
C11 -0.46256 -1.37404 0.46071  -0.11
C12 -1.54077 -1.93049 0.33814  -0.10
C13 -2.83001 -2.52679 0.16250  -0.25
C14 -3.89163 -2.18119 1.00301  -0.03
C15 -5.14832 -2.72451 0.79401  -0.08
C16 -5.36252 -3.60930 -0.25428  -0.09
C17 -4.31302 -3.95612 -1.09391  -0.08
C18 -3.05333 -3.41903 -0.88938  -0.03
H7 -3.71884 -1.48682 1.81538  0.12
H8 -5.96388 -2.45774 1.45365  0.10
H9 -6.34667 -4.02887 -0.41911  0.10
H10 -4.47035 -4.64487 -1.91377  0.10
H11 -2.23391 -3.68465 -1.54474  0.11
C19 1.05286 -4.76488 -1.33429  -0.21
Ge1 2.35099 -3.48410 -0.57000  0.74
C20 2.14290 -3.61620 1.39589  -0.22
C21 4.20207 -4.02276 -1.00452  -0.22
C22 1.96408 -1.66014 -1.18864  -0.43
H12 1.24188 -5.77521 -0.96946  0.02
H13 1.08500 -4.78204 -2.42457  0.02
H14 0.04776 -4.47068 -1.02661  -0.01
H15 2.23278 -4.65473 1.71622  0.02
H16 1.16040 -3.25077 1.69849  0.01
H17 2.90452 -3.03458 1.91706  0.01
H18 4.43959 -4.96676 -0.51285  0.02
H19 4.90485 -3.26577 -0.65334  -0.01
H20 4.32907 -4.14932 -2.07943  0.02
H21 1.11773 -1.70048 -1.88177  0.00
H22 2.82285 -1.26215 -1.72955  -0.03
C23 -2.31603 4.42446 1.77634  -0.06
N1 -2.56004 3.33728 0.86536  -0.17
C24 -3.55733 3.41538 -0.18890  -0.12
C25 -3.38632 2.07787 -0.92460  -0.13
N2 -2.56769 1.32666 0.00987  0.03
C26 -2.01643 2.10308 0.96027  -0.81
S1 -0.84716 1.63197 2.05114  0.73
H23 -3.26143 4.80561 2.17040  0.09
H24 -1.78759 5.24230 1.27863  0.09
H25 -1.70516 4.04883 2.59325  0.05
H26 -3.36928 4.27374 -0.83673  0.12
H27 -4.56197 3.52042 0.23420  0.12
H28 -2.87096 2.20715 -1.88178  0.11
H29 -4.33520 1.57594 -1.11055  0.12
H30 -2.19566 0.40431 -0.15505  0.09
F1 2.20443 0.93724 2.70182  0.08
B1 1.96753 -0.37919 2.45441  -0.80
F2 2.23481 -1.11755 3.53214  0.15

Computed properties:
orbital gap: 7.72 eV
HOMO: -0.2926 hartree
energy above the lowest of the compared OMol25 structures with the same formula, charge and spin: 0.6607 eV
LUMO: -0.242 eV
max |F|: 2.50 eV Å⁻¹